Molecular formula: C12H28Cl16N4O8
Method: DFT, the ωB97M-V functional and the def2-TZVPD basis

ORCA input file:
```
! wB97M-V def2-TZVPD RIJCOSX def2/J DEFGRID3
* xyz 0 1
Cl -3.45 7.17 -20.02
Cl -1.12 8.60 -20.93
Cl -3.47 14.95 -18.94
Cl -6.68 8.22 -18.75
Cl -8.10 11.97 -20.95
Cl -5.70 5.48 -23.19
Cl -3.72 6.07 -25.37
Cl -4.61 5.93 -15.44
Cl -3.21 8.43 -14.76
Cl -3.98 13.13 -15.06
Cl -10.18 12.39 -19.09
Cl -5.75 15.43 -23.27
Cl -8.98 6.44 -19.61
Cl -3.90 13.06 -22.82
Cl -5.67 11.35 -13.31
Cl -6.28 15.41 -18.97
O -10.54 13.63 -15.12
O 0.29 14.00 -22.84
O 0.76 15.46 -15.83
O -4.38 10.21 -17.33
O 0.98 13.32 -16.33
O -6.06 11.52 -17.46
O -12.03 12.15 -15.70
O 0.47 12.60 -21.15
N 0.49 12.85 -22.36
N -5.08 10.99 -17.95
N -10.94 12.54 -15.33
N 0.33 14.33 -16.07
C -4.42 7.62 -15.87
C -7.21 6.67 -19.44
C -1.86 7.85 -19.54
C 0.95 11.73 -23.25
C -4.77 15.82 -18.15
C -9.51 12.97 -20.65
C -5.42 13.88 -22.32
C -4.19 6.38 -23.70
C -1.09 14.15 -16.22
C -4.70 11.28 -19.36
C -4.04 11.97 -13.69
C -9.96 11.49 -15.06
H -6.72 6.00 -18.74
H -3.45 11.09 -13.96
H 1.43 10.92 -22.70
H -1.26 7.12 -19.00
H -4.50 16.87 -18.17
H -1.51 14.97 -16.79
H 0.15 11.41 -23.92
H -1.50 14.18 -15.21
H -2.01 8.53 -18.70
H -6.24 13.17 -22.43
H -3.63 11.33 -19.54
H -10.42 10.92 -14.25
H -10.17 13.00 -21.51
H -5.37 14.09 -21.26
H -3.63 12.42 -12.78
H -3.37 6.10 -23.03
H -5.07 12.28 -19.60
H 1.69 12.24 -23.87
H -6.80 6.36 -20.40
H -9.74 10.91 -15.95
H -5.35 8.18 -15.82
H -1.32 13.23 -16.75
H -4.24 7.44 -23.47
H -4.05 7.63 -16.89
H -4.78 15.49 -17.12
H -8.99 11.82 -14.67
H -5.20 10.56 -20.01
H -9.09 13.97 -20.58
*
```

Output
SMILES string	C[N+](=O)[O-].C[N+](=O)[O-].C[N+](=O)[O-].C[N+](=O)[O-].ClCCl.ClCCl.ClCCl.ClCCl.ClCCl.ClCCl.ClCCl.ClCCl
energy relative to the best compared isomer or geometry (same formula, charge and spin)	106.6	kJ/mol
E	-235584.72123	eV
frontier orbital gap	10.89	eV
E_HOMO	-11.08	eV